Record 1
14
Properties=species:S:1:pos:R:3:nbo_charge:R:1 method="wB97M-V/def2-TZVPD" relative_energy_ev=2.082 molar_mass_g_mol=122.24 total_energy_ha=-969.89577 largest_force_ev_per_a=4.18 charge=+1
C -1.9579 1.5518 0.0034 0.090
C 4.2739 -0.5286 0.4313 -0.495
C -2.3531 -0.7718 -0.3077 -0.429
N -1.5064 0.3877 -0.2231 -0.405
S 1.4272 -0.5288 0.3167 -0.468
S 3.0386 0.1940 -0.4202 0.585
H -3.0657 1.7271 -0.0581 0.244
H -1.0581 2.2670 -0.0121 0.244
H 5.3102 -0.1303 0.2837 0.248
H 4.1687 -1.3752 1.0110 0.230
H -3.4063 -0.4455 -0.3607 0.227
H -1.9947 -1.3542 -1.0592 0.239
H -2.4238 -1.2848 0.5827 0.244
H -0.4527 0.2917 -0.1876 0.447



Record 2
27
Properties=species:S:1:pos:R:3:nbo_charge:R:1 method="wB97M-V/def2-TZVPD" relative_energy_ev=1.952 molar_mass_g_mol=162.14 total_energy_ha=-687.95405 smiles=O.O.O.O.O.O.O.O.O largest_force_ev_per_a=0.44
O 25.6262 0.4904 14.9644 -0.943
H 25.0057 1.1363 14.6153 0.481
H 25.9758 0.8973 15.7601 0.462
O 22.1883 1.6037 14.5862 -0.976
H 21.2438 1.4715 14.4102 0.499
H 22.2256 1.7945 15.5265 0.464
O 19.5059 1.4284 13.6441 -0.992
H 18.7841 1.3347 14.2701 0.474
H 19.0674 1.6750 12.8136 0.510
O 23.2992 1.7117 8.9050 -0.968
H 23.3426 1.3577 9.8024 0.497
H 22.4559 1.4057 8.5654 0.460
O 23.1274 -2.1699 11.1846 -0.941
H 22.1864 -2.2772 11.0307 0.462
H 23.1817 -1.5789 11.9405 0.479
O 21.0429 4.0003 11.6831 -0.962
H 21.8158 4.5525 11.5466 0.490
H 20.8959 4.0092 12.6344 0.485
O 18.8393 2.3827 11.1370 -0.971
H 19.5428 3.0383 11.0865 0.502
H 18.0702 2.8326 10.7798 0.480
O 22.9022 1.2012 11.7061 -0.970
H 23.4508 1.6262 12.3735 0.496
H 22.0532 1.6432 11.7776 0.478
O 24.2236 3.2659 13.5777 -0.942
H 23.4386 3.8133 13.6338 0.472
H 24.7084 3.6095 12.8212 0.476



Record 3
67
Properties=species:S:1:pos:R:3:nbo_charge:R:1 method="wB97M-V/def2-TZVPD" relative_energy_ev=8.200 molar_mass_g_mol=1421.22 total_energy_ha=-14009.09934 largest_force_ev_per_a=6.52 charge=-1
O -1.0023 -2.2592 1.9403 -0.958
S -0.4850 -3.5634 1.2476 2.014
O 0.0275 -4.4749 2.4305 -0.924
C 1.0224 -3.1635 0.2104 -0.656
C 1.0970 -1.5517 -0.1237 -0.478
C 2.5698 -1.0681 -0.7213 0.323
F 3.7958 -1.2303 0.1294 -0.343
C 2.5701 -0.4862 -2.0974 0.606
F 3.7203 -0.7647 -3.0120 -0.342
F 1.3728 0.3237 -2.4870 -0.321
N -1.7249 -4.4837 0.4329 -0.989
S -2.1623 -3.7955 -1.1113 2.022
O -3.3089 -4.7148 -1.6875 -0.933
O -1.0341 -3.8248 -2.1810 -0.944
C -2.8831 -2.0662 -1.0337 -0.651
C -3.9542 -1.8154 0.1819 -0.513
C -4.9581 -0.5371 -0.0258 0.677
F -5.8494 -0.4921 1.1936 -0.355
F -5.9134 -0.7490 -1.1770 -0.352
C -4.2149 0.9204 -0.1490 0.599
F -5.3033 1.9507 0.0470 -0.337
F -3.7266 1.0996 -1.5557 -0.316
C -3.0794 1.2220 0.9934 0.586
F -1.8072 0.4297 0.8045 -0.301
F -3.5672 0.9262 2.3885 -0.303
C -2.5811 2.8091 1.0451 0.942
F -2.8585 3.5621 -0.1995 -0.309
F -1.0804 2.8429 1.2176 -0.322
F -3.1354 3.4287 2.2814 -0.309
H 1.9826 -3.3964 0.8806 0.267
H 1.1445 -3.8563 -0.7438 0.289
H 0.2322 -1.3400 -0.9081 0.257
H 0.8891 -0.8633 0.8067 0.269
H -1.9869 -1.3073 -1.0704 0.249
H -3.4843 -1.9027 -2.0516 0.275
H -3.4500 -1.6771 1.2475 0.292
H -4.6257 -2.7855 0.2681 0.289
C -9.1134 2.8028 0.4775 -0.211
Cl -9.5819 2.1318 2.0602 0.046
Cl -10.5472 2.8956 -0.5762 0.040
Cl -8.4345 4.4348 0.7017 0.044
Cl -7.8901 1.7489 -0.2757 0.084
C 6.3528 -3.1739 -1.9920 -0.206
Cl 7.2608 -2.9661 -0.4732 0.048
Cl 6.4201 -1.6639 -2.9356 0.057
Cl 7.0751 -4.4989 -2.9393 0.043
Cl 4.6552 -3.5666 -1.6200 0.065
C 6.6528 2.2133 -0.7410 -0.208
Cl 5.6163 1.2097 -1.7865 0.069
Cl 5.6998 3.5682 -0.0846 0.045
Cl 7.2792 1.2228 0.6011 0.054
Cl 8.0158 2.8527 -1.6938 0.041
C 4.2528 2.6230 -5.4775 -0.210
Cl 3.7383 1.2846 -4.4198 0.075
Cl 4.6685 1.9818 -7.0871 0.042
Cl 2.9255 3.8015 -5.6323 0.043
Cl 5.6788 3.4239 -4.7708 0.043
C -5.9472 -0.5350 4.7278 -0.207
Cl -6.8391 -1.5803 5.8619 0.040
Cl -4.8876 0.5668 5.6434 0.045
Cl -4.9585 -1.5441 3.6420 0.076
Cl -7.1036 0.4179 3.7637 0.048
C 9.3528 3.8005 3.5230 -0.211
Cl 8.8843 3.1296 5.1056 0.050
Cl 7.9190 3.8934 2.4692 0.062
Cl 10.0317 5.4325 3.7471 0.044
Cl 10.5761 2.7467 2.7698 0.049



Record 4
224
Properties=species:S:1:pos:R:3:mulliken_charge:R:1 method="wB97M-V/def2-TZVPD" molar_mass_g_mol=1716.94 total_energy_ha=-4740.67561 largest_force_ev_per_a=5.12 charge=-1
Hg 0.4720 -2.3744 -3.6672 3.803
Hg 0.1669 3.5589 2.8279 2.747
C -0.3062 6.1746 6.5982 -1.420
C 0.8205 6.1463 5.5313 0.243
C 2.0588 5.8853 6.2972 -1.035
O 0.5228 5.4068 4.3431 -0.706
H -0.4110 5.2080 7.0909 0.218
H -1.2713 6.3427 6.1203 0.286
H -0.1515 6.9999 7.2932 0.462
H 0.8492 7.2000 5.2540 0.164
H 3.0046 6.1390 5.8184 0.282
H 2.1627 4.8253 6.5290 -0.016
H 2.0296 6.2230 7.3331 0.409
C -1.0749 1.0282 -1.0960 -1.189
C -0.3988 -0.0707 -1.7932 1.342
C 0.6180 -0.9426 -0.8798 0.174
O 0.9807 -1.9929 -1.4334 -0.795
C 0.9539 -0.4455 0.4106 0.083
C 0.3787 0.6645 0.9425 -0.615
C -0.6915 1.4082 0.2003 -0.823
O -1.3649 2.4746 0.6271 -0.703
O 0.9136 1.1874 2.0254 0.425
O -0.5901 -0.3953 -2.9804 -0.723
H -1.8996 1.5693 -1.5359 0.085
H 1.8697 -0.8252 0.8388 -0.122
C 2.5715 -6.1446 -7.2358 -0.797
C 1.6679 -7.2588 -7.4236 0.411
C 0.0734 -6.9789 -7.3915 0.337
O -0.6689 -7.9542 -7.7119 -0.708
C -0.2760 -5.7294 -6.7234 -0.733
C 0.6420 -4.7246 -6.4528 -0.120
C 2.0882 -4.9775 -6.6950 0.640
O 3.0070 -4.0661 -6.4435 -0.868
O 0.1690 -3.7449 -5.7140 -0.273
O 1.9893 -8.3912 -7.6915 -0.682
H 3.6229 -6.2411 -7.4629 0.430
H -1.3203 -5.6911 -6.4509 0.375
C -3.4845 -4.2407 -2.1539 -1.659
C -1.9727 -3.8453 -2.2867 1.600
C -1.1462 -5.0747 -2.8281 -1.325
O 0.2153 -4.6459 -2.7527 0.365
C 0.9855 -5.8071 -2.9218 -0.965
N -1.9128 -2.7211 -3.2341 0.225
H -3.9870 -4.3046 -3.1191 0.389
H -4.1834 -3.7200 -1.4992 0.337
H -3.5967 -5.2469 -1.7502 0.501
H -1.5651 -3.6673 -1.2916 -0.688
H -1.4437 -5.4296 -3.8148 0.111
H -1.4081 -5.8829 -2.1452 0.486
H 0.8836 -6.6014 -2.1824 0.289
H 2.0408 -5.5352 -2.9446 0.013
H 0.8963 -6.2393 -3.9185 0.242
H -2.5411 -2.0252 -2.8585 -0.282
H -2.4185 -2.9096 -4.0878 0.251
C 4.7871 -1.2983 -3.8287 -1.880
C 3.2784 -1.4528 -3.9537 0.998
C 2.6857 -0.8401 -5.1667 -1.022
O 1.2586 -1.0376 -5.2401 0.294
C 0.7079 -0.4588 -6.3640 -0.942
N 2.8223 -2.8300 -3.7636 -0.142
H 5.2709 -1.9429 -4.5626 0.515
H 5.1217 -1.5696 -2.8274 0.270
H 4.9760 -0.2421 -4.0206 0.461
H 2.9815 -0.7542 -3.1715 -0.445
H 3.2510 -1.1701 -6.0382 0.416
H 2.8504 0.2353 -5.1002 0.525
H 1.0082 0.5453 -6.6635 0.401
H -0.3653 -0.2831 -6.2897 -0.050
H 0.8054 -1.1684 -7.1856 0.317
H 3.5013 -3.1548 -3.0901 -0.173
H 3.2567 -3.2687 -4.5630 0.154
C 1.7517 6.0978 -0.4581 -1.723
C 1.5012 4.9877 0.4854 0.755
C 2.6790 4.7146 1.4024 -0.978
O 2.4050 3.6778 2.4045 -0.046
C 3.6345 3.2991 3.1218 -0.701
N 0.1740 5.2268 1.1711 -0.269
H 2.1452 6.9432 0.1062 0.405
H 0.8381 6.3901 -0.9759 0.460
H 2.5088 5.8089 -1.1872 0.408
H 1.3567 4.0740 -0.0911 -0.019
H 2.9957 5.6384 1.8864 0.365
H 3.4623 4.3562 0.7345 0.369
H 3.3079 2.5989 3.8907 -0.103
H 4.1025 4.0679 3.7367 0.295
H 4.2994 2.6888 2.5106 0.349
H -0.4566 5.2972 0.3853 0.093
H 0.1351 6.1473 1.5849 0.187
C -2.4534 -2.5515 2.1308 -1.482
C -1.1809 -3.0176 2.8767 0.160
C -0.3043 -4.0507 2.1271 0.586
O -0.7477 -5.4554 2.1148 -0.546
C 0.1423 -6.2593 1.3736 -0.607
N -0.5164 -1.8202 3.2533 0.194
H -2.1566 -2.0543 1.2073 0.142
H -3.0943 -1.8748 2.6960 0.388
H -3.0999 -3.4078 1.9387 0.438
H -1.4879 -3.5293 3.7889 0.448
H 0.7263 -4.0180 2.4804 -0.009
H -0.1924 -3.7829 1.0764 -0.120
H 0.6011 -7.0147 2.0116 0.413
H 0.8168 -5.8148 0.6417 -0.019
H -0.5104 -6.9373 0.8237 0.347
H 0.3537 -2.1750 3.6234 -0.052
H -0.3873 -1.1750 2.4870 -0.394
C -2.1878 0.9887 5.7640 -1.679
C -1.6703 1.8832 4.6324 1.404
C -2.7249 2.8969 4.1689 -1.358
O -2.1446 3.8452 3.1907 -0.056
C -2.9918 4.8516 2.8009 -1.064
N -0.4094 2.4586 4.8937 0.428
H -1.7883 -0.0244 5.7186 0.247
H -3.2599 0.8683 5.6079 0.537
H -2.1528 1.4294 6.7603 0.367
H -1.5226 1.2849 3.7333 -0.494
H -3.1047 3.5041 4.9906 0.377
H -3.6019 2.3689 3.7945 0.470
H -3.9921 4.4197 2.7716 0.391
H -2.8923 5.2852 1.8059 0.220
H -2.8756 5.6761 3.5043 0.226
H -0.6738 2.9746 5.7207 0.021
H 0.1339 1.6516 5.1651 -0.114
C -10.5913 2.1339 2.8013 -1.480
C -9.5389 2.8765 1.9269 0.637
C -8.9965 2.0056 0.7656 -0.708
O -8.1845 2.7374 -0.1120 -0.421
C -7.0456 3.3282 0.3895 -0.882
N -10.2841 3.9981 1.3441 -0.716
H -11.5803 1.9132 2.3998 0.376
H -10.8974 2.8333 3.5793 0.364
H -10.1418 1.2966 3.3351 0.371
H -8.7557 3.2735 2.5726 0.266
H -9.9056 1.6939 0.2514 0.346
H -8.4854 1.1006 1.0942 0.361
H -7.4080 4.2884 0.7567 0.311
H -6.3215 3.5932 -0.3810 0.296
H -6.6551 2.7673 1.2386 0.408
H -10.5528 4.6769 2.0421 0.243
H -9.6429 4.4708 0.7232 0.233
C 4.6031 0.5293 0.0581 -1.276
C 4.6484 -0.3944 1.3841 1.366
C 6.0469 -0.9696 1.6691 -0.784
O 6.6501 -1.4604 0.4693 -0.239
C 8.0311 -2.0413 0.5559 -0.921
N 4.0633 0.3042 2.5264 -0.194
H 3.6089 0.9577 -0.0686 0.295
H 4.6999 -0.1736 -0.7694 0.077
H 5.3737 1.2996 0.0894 0.464
H 3.9108 -1.1616 1.1487 -0.263
H 5.9158 -1.8014 2.3613 0.269
H 6.7464 -0.2552 2.1032 0.431
H 8.6847 -1.2813 0.1278 0.266
H 8.0204 -3.0565 0.1594 0.240
H 8.3137 -2.1810 1.5993 0.394
H 3.6683 -0.3256 3.2100 -0.081
H 3.2743 0.7647 2.0957 -0.284
C -5.1679 1.4899 -3.1668 -1.692
C -4.4335 0.2740 -3.7346 0.106
C -3.4346 0.4305 -4.8337 0.536
O -4.0850 0.9175 -6.0084 -0.524
C -3.0827 1.2537 -7.0462 -0.777
N -3.6474 -0.3014 -2.6696 0.011
H -4.5211 2.2790 -2.7833 0.137
H -5.8703 1.2535 -2.3675 0.535
H -5.8250 1.9404 -3.9106 0.497
H -5.1394 -0.4535 -4.1355 0.380
H -2.8961 -0.5020 -5.0030 -0.101
H -2.6956 1.1893 -4.5766 0.035
H -2.2069 1.8570 -6.8072 0.277
H -3.4901 1.6218 -7.9878 0.306
H -2.7137 0.2588 -7.2950 0.333
H -3.0352 0.4181 -2.3125 -0.737
H -4.2113 -0.5028 -1.8562 0.248
C 2.7684 0.9452 6.9512 -1.578
C 2.2767 0.0368 5.7966 2.474
C 3.0034 -1.3275 5.9688 -1.147
O 2.5328 -2.1223 4.8994 -0.055
C 3.2051 -3.3684 4.6957 -0.954
N 0.8789 -0.0984 6.0323 -0.651
H 3.8553 0.8797 6.9997 0.481
H 2.2707 0.6545 7.8764 0.418
H 2.7052 2.0128 6.7410 0.101
H 2.3554 0.5362 4.8310 -1.384
H 2.8261 -1.7375 6.9630 0.484
H 4.0890 -1.2735 5.8871 0.564
H 2.6816 -4.1585 4.1573 0.371
H 3.6078 -3.7817 5.6204 0.428
H 4.0111 -3.1603 3.9920 0.105
H 0.7808 -0.7070 5.2322 -0.285
H 0.7440 -0.7978 6.7484 0.462
C -1.4039 4.3251 -3.5110 -0.767
C -2.2892 5.0905 -4.4677 0.359
C -1.6654 6.4395 -5.0732 -0.882
O -1.2876 7.3143 -4.0845 -0.326
C -2.4015 8.0354 -3.5544 -0.730
N -2.4935 4.1179 -5.5335 -0.542
H -1.3203 4.9781 -2.6423 0.088
H -0.4533 4.1861 -4.0260 0.374
H -2.0236 3.5398 -3.0781 0.073
H -3.2313 5.3274 -3.9735 0.315
H -2.2852 6.9088 -5.8371 0.389
H -0.7696 6.1549 -5.6252 0.334
H -2.9749 7.3052 -2.9833 0.267
H -3.0095 8.3741 -4.3933 0.322
H -2.1656 8.7978 -2.8119 0.274
H -2.8605 3.3061 -5.0577 0.191
H -3.3293 4.5067 -5.9461 0.269
C 5.2743 -6.5082 3.4998 -1.361
C 5.5445 -6.3261 1.9958 0.076
C 4.3957 -5.5836 1.1954 0.168
O 4.7252 -5.7116 -0.1916 -0.478
C 3.9325 -4.9694 -1.1215 -0.291
N 6.7232 -5.4849 1.9277 -0.786
H 6.1585 -6.9475 3.9617 0.418
H 4.4233 -7.1760 3.6341 0.423
H 5.1585 -5.5687 4.0402 0.050
H 5.7275 -7.2540 1.4538 0.426
H 4.3225 -4.5439 1.5144 0.019
H 3.5241 -6.2127 1.3762 0.195
H 2.8635 -5.0127 -0.9132 0.046
H 4.1043 -5.5492 -2.0283 0.353
H 4.1486 -3.9132 -1.2818 0.076
H 6.7465 -5.4516 0.9185 0.408
H 6.5252 -4.5354 2.2095 0.252